Record 1
C34H76F6INbO3P | wB97M-V/def2-TZVPD

Element x y z (Å)
C (-7.925, 0.055, 4.139)
C (-6.967, 0.679, 3.118)
C (-7.723, 1.807, 2.398)
C (-6.499, -0.345, 2.071)
C (-6.461, -1.795, 2.542)
C (-5.104, 0.007, 1.479)
O (-4.509, 1.165, 1.999)
Nb (-2.906, 1.138, 3.148)
F (-2.392, -0.644, 2.483)
C (-3.306, 3.191, 3.984)
C (-4.491, 3.332, 4.925)
O (-5.625, 3.768, 4.173)
P (-0.989, 0.845, 4.871)
O (-1.728, 0.789, 6.355)
I (-0.035, -1.404, 4.569)
C (-1.451, 2.069, 1.554)
F (-0.659, 1.074, 1.029)
F (-2.250, 2.480, 0.506)
C (-0.504, 3.275, 1.846)
F (0.761, 3.039, 1.419)
F (-0.427, 3.557, 3.150)
F (-0.930, 4.404, 1.223)
H (-8.457, 0.840, 4.665)
H (-7.413, -0.555, 4.870)
H (-8.687, -0.533, 3.641)
H (-6.136, 1.080, 3.673)
H (-7.523, 1.805, 1.335)
H (-7.500, 2.783, 2.804)
H (-8.793, 1.653, 2.502)
H (-7.234, -0.313, 1.274)
H (-5.962, -2.398, 1.793)
H (-7.452, -2.209, 2.670)
H (-5.903, -1.899, 3.465)
H (-4.469, -0.866, 1.573)
H (-5.243, 0.157, 0.409)
H (-3.902, 0.474, 4.522)
H (-2.423, 3.451, 4.565)
H (-3.360, 3.930, 3.190)
H (-4.694, 2.390, 5.420)
H (-4.285, 4.086, 5.683)
H (-6.397, 3.695, 4.730)
H (-2.472, 0.191, 6.297)
C (4.943, -4.241, -0.341)
C (4.734, -3.316, 0.856)
C (3.394, -3.521, 1.559)
C (2.170, -3.245, 0.688)
C (2.116, -1.841, 0.089)
C (2.046, -0.737, 1.138)
H (4.198, -4.066, -1.119)
H (5.927, -4.075, -0.783)
H (4.880, -5.289, -0.038)
H (4.833, -2.276, 0.535)
H (5.535, -3.489, 1.581)
H (3.358, -2.886, 2.449)
H (3.338, -4.552, 1.924)
H (1.271, -3.405, 1.291)
H (2.123, -3.981, -0.122)
H (1.230, -1.775, -0.549)
H (2.978, -1.677, -0.568)
H (1.176, -0.875, 1.779)
H (1.961, 0.242, 0.667)
H (2.936, -0.721, 1.771)
C (11.727, -5.543, -1.686)
C (11.530, -4.628, -0.480)
C (10.200, -4.847, 0.239)
C (8.958, -4.572, -0.608)
C (8.870, -3.164, -1.193)
C (8.802, -2.069, -0.132)
H (10.972, -5.367, -2.453)
H (12.703, -5.376, -2.144)
H (11.670, -6.593, -1.391)
H (11.620, -3.585, -0.793)
H (12.340, -4.803, 0.232)
H (10.176, -4.223, 1.136)
H (10.155, -5.882, 0.594)
H (8.072, -4.751, 0.009)
H (8.904, -5.298, -1.425)
H (7.975, -3.105, -1.817)
H (9.717, -2.978, -1.860)
H (7.943, -2.220, 0.526)
H (8.699, -1.087, -0.594)
H (9.702, -2.047, 0.485)
C (-6.079, 7.735, -2.295)
C (-5.028, 7.042, -1.432)
C (-4.443, 5.786, -2.074)
C (-5.455, 4.671, -2.342)
C (-6.213, 4.189, -1.106)
C (-5.305, 3.600, -0.030)
H (-6.943, 7.092, -2.470)
H (-6.440, 8.645, -1.813)
H (-5.663, 8.014, -3.266)
H (-5.457, 6.799, -0.457)
H (-4.211, 7.742, -1.239)
H (-3.643, 5.403, -1.436)
H (-3.967, 6.060, -3.021)
H (-4.922, 3.823, -2.782)
H (-6.174, 5.001, -3.099)
H (-6.935, 3.429, -1.420)
H (-6.802, 5.009, -0.682)
H (-4.724, 2.764, -0.420)
H (-5.883, 3.235, 0.815)
H (-4.605, 4.341, 0.358)
C (1.360, -3.196, -3.804)
C (2.454, -2.407, -4.518)
C (2.434, -0.915, -4.190)
C (1.154, -0.184, -4.598)
C (0.805, -0.281, -6.082)
C (1.860, 0.333, -6.998)
H (0.364, -2.869, -4.103)
H (1.437, -4.260, -4.031)
H (1.442, -3.078, -2.722)
H (2.374, -2.561, -5.598)
H (3.428, -2.809, -4.225)
H (3.296, -0.437, -4.663)
H (2.573, -0.788, -3.113)
H (1.257, 0.870, -4.326)
H (0.314, -0.562, -4.011)
H (-0.147, 0.231, -6.246)
H (0.640, -1.325, -6.363)
H (2.021, 1.385, -6.755)
H (1.550, 0.275, -8.043)
H (2.818, -0.183, -6.913)

Results
Calculated total energy   -77880.997 eV
Max |F|   0.066 hartree/bohr
Total charge   -1

***

Record 2
C34H77BrN4O9P2S | wB97M-V/def2-TZVPD

Element x y z (Å)
H (3.098, 1.953, 0.835)
N (2.771, 1.010, 0.590)
C (3.798, 0.257, 0.350)
C (3.653, -1.258, -0.052)
C (3.864, -1.549, -1.591)
C (2.824, -0.603, -2.367)
C (1.324, -1.025, -2.015)
C (0.442, 0.133, -1.388)
C (-0.156, -0.344, 0.035)
C (-1.747, -0.282, 0.105)
C (-2.193, -1.035, 1.440)
C (-1.716, -0.262, 2.758)
C (-0.875, -1.220, 3.706)
O (-0.644, -0.513, 4.953)
C (0.032, -1.369, 5.882)
C (5.385, -1.209, -1.926)
C (5.627, -0.213, -3.126)
C (5.669, 1.290, -2.595)
S (7.247, 1.655, -1.669)
O (7.659, 3.072, -1.917)
O (7.089, 1.476, -0.198)
O (8.498, 0.695, -2.168)
O (3.585, -2.870, -2.052)
C (3.537, -3.873, -1.055)
C (4.929, -4.250, -0.395)
O (4.684, -4.557, 0.994)
C (5.856, -4.565, 1.759)
Br (6.516, -2.706, 2.208)
C (5.620, -5.268, 3.182)
C (4.105, -5.297, 3.632)
N (4.123, -5.787, 5.048)
N (3.430, -3.982, 3.653)
N (3.279, -6.312, 2.899)
P (7.319, -5.444, 0.967)
O (6.846, -6.746, 0.318)
O (8.087, -4.431, -0.138)
O (8.414, -5.789, 2.191)
P (3.018, -5.462, -2.003)
C (3.291, -6.947, -0.866)
C (1.159, -5.412, -2.316)
H (4.816, 0.717, 0.472)
H (2.622, -1.569, 0.300)
H (4.367, -1.819, 0.626)
H (3.039, 0.486, -2.228)
H (2.945, -0.826, -3.472)
H (1.331, -1.969, -1.392)
H (0.813, -1.325, -2.980)
H (0.967, 1.117, -1.291)
H (-0.474, 0.299, -2.035)
H (0.118, -1.425, 0.251)
H (0.273, 0.259, 0.889)
H (-2.228, -0.845, -0.751)
H (-2.102, 0.789, 0.154)
H (-1.740, -2.075, 1.472)
H (-3.311, -1.203, 1.437)
H (-2.618, 0.106, 3.335)
H (-1.098, 0.646, 2.528)
H (0.129, -1.485, 3.257)
H (-1.459, -2.150, 3.951)
H (-0.486, -1.336, 6.886)
H (1.095, -1.052, 6.060)
H (0.002, -2.451, 5.555)
H (5.884, -0.817, -0.988)
H (5.919, -2.179, -2.163)
H (4.960, -0.351, -4.012)
H (6.679, -0.416, -3.500)
H (5.656, 1.978, -3.478)
H (4.854, 1.536, -1.868)
H (8.407, -0.211, -1.816)
H (2.704, -3.752, -0.291)
H (5.364, -5.120, -0.980)
H (5.697, -3.432, -0.436)
H (6.055, -6.307, 3.184)
H (6.196, -4.695, 3.961)
H (3.208, -5.629, 5.475)
H (4.815, -5.252, 5.587)
H (3.390, -3.633, 4.608)
H (3.844, -3.304, 3.014)
H (2.625, -5.729, 2.360)
H (3.915, -6.679, 2.176)
H (8.792, -4.982, -0.533)
H (8.162, -6.680, 2.492)
H (4.394, -7.186, -0.855)
H (3.007, -6.671, 0.190)
H (2.735, -7.862, -1.192)
H (0.915, -5.037, -3.353)
H (0.743, -6.466, -2.278)
H (0.569, -4.814, -1.569)
C (-6.043, 4.713, 0.798)
C (-4.650, 5.000, 1.345)
C (-3.833, 5.929, 0.447)
C (-3.540, 5.383, -0.953)
C (-2.803, 4.043, -0.985)
C (-1.418, 4.105, -0.355)
H (-6.001, 4.205, -0.167)
H (-6.593, 4.068, 1.487)
H (-6.611, 5.639, 0.678)
H (-4.118, 4.058, 1.508)
H (-4.751, 5.468, 2.329)
H (-2.891, 6.167, 0.951)
H (-4.365, 6.881, 0.342)
H (-2.948, 6.127, -1.498)
H (-4.477, 5.283, -1.510)
H (-2.700, 3.730, -2.029)
H (-3.399, 3.268, -0.492)
H (-0.793, 4.840, -0.869)
H (-0.926, 3.131, -0.431)
H (-1.465, 4.371, 0.703)
C (-12.409, 5.558, -1.553)
C (-11.016, 5.847, -1.007)
C (-10.199, 6.779, -1.903)
C (-9.904, 6.236, -3.305)
C (-9.165, 4.897, -3.339)
C (-7.781, 4.961, -2.707)
H (-12.368, 5.052, -2.519)
H (-12.957, 4.911, -0.865)
H (-12.978, 6.483, -1.672)
H (-10.482, 4.906, -0.845)
H (-11.117, 6.314, -0.022)
H (-9.258, 7.017, -1.398)
H (-10.733, 7.730, -2.006)
H (-9.313, 6.982, -3.847)
H (-10.841, 6.135, -3.862)
H (-9.060, 4.587, -4.383)
H (-9.759, 4.120, -2.848)
H (-7.155, 5.698, -3.217)
H (-7.286, 3.989, -2.782)
H (-7.831, 5.224, -1.649)

Results
Calculated total energy   -160347.826 eV
Max |F|   0.112 hartree/bohr
SMILES   [H]/N=C/C[C@@](CCCCCCCCOC)(CCCS(=O)(=O)O)O[C@H](CO[C@@](Br)(CC(N)(N)N)P(=O)(O)O)P(C)C.CCCCCC.CCCCCC
Total charge   0

***

Record 3
C34H79BrN6O2 | wB97M-V/def2-TZVPD

Element x y z (Å)
C (1.683, -0.499, -2.114)
C (2.648, 0.343, -1.327)
N (2.011, 1.539, -0.675)
C (2.303, 2.029, 0.579)
C (1.576, 3.239, 0.710)
N (0.749, 3.391, -0.387)
C (1.173, 2.466, -1.299)
C (-0.273, 4.496, -0.474)
H (0.865, -0.882, -1.503)
H (2.189, -1.392, -2.482)
H (1.175, 0.028, -2.921)
H (3.448, 0.714, -1.968)
H (3.128, -0.230, -0.533)
H (2.903, 1.450, 1.266)
H (1.554, 3.956, 1.517)
H (0.774, 2.371, -2.298)
H (-0.631, 4.825, 0.502)
H (-0.987, 4.134, -1.214)
H (0.331, 5.313, -0.869)
C (-3.392, 3.093, 0.892)
C (-3.888, 1.834, 1.518)
C (-4.712, 0.978, 0.524)
C (-5.349, -0.307, 0.997)
N (-5.899, -1.212, -0.121)
C (-6.110, -2.692, 0.304)
C (-4.940, -3.488, -0.275)
C (-4.606, -2.897, -1.641)
C (-4.936, -1.420, -1.359)
C (-7.223, -0.537, -0.602)
H (-2.842, 3.663, 1.641)
H (-4.165, 3.696, 0.415)
H (-2.711, 2.784, 0.098)
H (-4.431, 1.882, 2.462)
H (-3.036, 1.224, 1.816)
H (-4.047, 0.847, -0.329)
H (-5.598, 1.577, 0.314)
H (-6.081, -0.003, 1.745)
H (-4.654, -0.972, 1.510)
H (-6.977, -3.000, -0.279)
H (-6.462, -2.753, 1.334)
H (-5.294, -4.519, -0.263)
H (-4.085, -3.486, 0.401)
H (-5.299, -3.188, -2.430)
H (-3.628, -3.175, -2.034)
H (-5.372, -0.829, -2.165)
H (-3.954, -0.997, -1.148)
H (-8.036, -0.634, 0.117)
H (-7.670, -1.112, -1.413)
H (-6.729, 0.408, -0.829)
C (2.363, -3.724, -6.411)
C (3.706, -3.129, -6.162)
C (4.499, -3.921, -5.143)
C (4.116, -3.719, -3.646)
N (4.845, -4.615, -2.623)
C (4.537, -4.362, -1.103)
C (5.821, -4.153, -0.381)
C (6.855, -4.714, -1.245)
C (6.370, -4.539, -2.665)
C (4.351, -6.047, -2.922)
H (1.778, -3.099, -7.085)
H (1.870, -3.830, -5.444)
H (2.503, -4.651, -6.966)
H (3.787, -2.049, -6.036)
H (4.308, -3.192, -7.068)
H (5.567, -3.836, -5.345)
H (4.419, -4.942, -5.516)
H (3.038, -3.836, -3.539)
H (4.294, -2.756, -3.168)
H (4.018, -5.160, -0.572)
H (3.939, -3.462, -0.962)
H (5.857, -4.581, 0.621)
H (6.051, -3.090, -0.305)
H (6.963, -5.794, -1.146)
H (7.868, -4.322, -1.151)
H (6.807, -5.314, -3.295)
H (6.550, -3.495, -2.919)
H (4.527, -6.281, -3.972)
H (3.279, -6.080, -2.730)
H (4.868, -6.848, -2.393)
C (-0.119, 8.830, 3.980)
N (-0.988, 7.685, 3.382)
C (-0.325, 6.319, 3.715)
C (-2.370, 7.681, 4.090)
C (-1.189, 7.836, 1.855)
C (0.115, 8.051, 1.027)
O (1.093, 7.058, 1.033)
H (0.143, 8.733, 5.034)
H (-0.529, 9.821, 3.786)
H (0.810, 8.739, 3.417)
H (0.713, 6.214, 3.402)
H (-0.849, 5.509, 3.206)
H (-0.383, 6.332, 4.803)
H (-2.250, 7.415, 5.140)
H (-2.889, 6.893, 3.543)
H (-2.780, 8.666, 3.866)
H (-1.820, 8.702, 1.657)
H (-1.839, 7.050, 1.470)
H (0.613, 9.013, 1.150)
H (-0.165, 8.059, -0.026)
H (1.922, 7.477, 1.275)
C (-0.554, -1.810, 3.896)
N (-0.173, -1.948, 2.388)
C (-1.511, -2.113, 1.645)
C (0.508, -0.609, 1.881)
C (0.717, -3.175, 2.193)
C (-0.007, -4.554, 2.402)
O (-0.065, -4.763, 3.797)
H (-1.129, -2.650, 4.287)
H (-1.050, -0.851, 4.045)
H (0.374, -1.668, 4.449)
H (-1.912, -1.104, 1.542)
H (-2.226, -2.688, 2.233)
H (-1.474, -2.560, 0.652)
H (1.057, -0.846, 0.969)
H (1.210, -0.392, 2.686)
H (-0.230, 0.180, 1.745)
H (1.605, -3.133, 2.824)
H (1.003, -3.048, 1.149)
H (0.595, -5.362, 1.987)
H (-1.055, -4.609, 2.107)
H (-0.880, -5.211, 4.033)
Br (4.029, -1.681, 1.869)

Results
Calculated total energy   -119578.793 eV
Max |F|   0.060 hartree/bohr
Total charge   +4
Energy relative to the best compared isomer or geometry (same formula, charge and spin)   6.490 eV